# 1
# C2H5NOS

C2H5NOS in the gas phase at a distorted geometry (ωB97M-V with the def2-TZVPD basis set, OMol25).

Results
E_LUMO = 0.26 eV
Kohn-Sham gap = 9.97 eV
E_HOMO = -0.357 Ha
electronic energy = -607.20120 Ha
SMILES string = C=C[S@H](=N)=O
energy above the lowest of the compared OMol25 structures with the same formula, charge and spin = 539.8 kJ/mol

The geometry in ORCA input format:
```
! RIJCOSX wB97M-V def2-TZVPD def2/J DEFGRID3
* xyz 0 1
C -1.276 -1.152 -0.109
C -0.984 0.120 -0.260
S 0.766 0.450 0.193
N 1.439 1.576 -0.484
O 1.289 -1.198 0.130
H -2.400 -1.511 -0.262
H -0.517 -1.814 0.088
H -1.572 1.058 -0.416
H 0.839 0.660 1.554
H 2.416 1.810 -0.434
*
```

***

# 2
# C8H30BF4O7Ti2

A molecular structure, C8H30BF4O7Ti2 at a distorted geometry (ωB97M-V with the def2-TZVPD basis set, OMol25).

Results
E_LUMO (spin up / spin down) = -6.64 / -12.33 eV
Kohn-Sham gap (spin up / spin down) = 5.72 / 1.79 eV
E_HOMO (spin up / spin down) = -0.454 / -0.519 Ha
electronic energy = -2971.95685 Ha

The geometry in ORCA input format:
```
! RIJCOSX wB97M-V def2-TZVPD def2/J DEFGRID3
* xyz 2 8
Ti -14.957 2.230 20.834
Ti -18.338 2.541 20.217
B -15.515 4.656 19.860
F -16.848 4.292 19.744
F -15.035 4.520 21.124
F -14.736 3.851 19.057
F -15.359 5.975 19.480
C -11.811 2.360 20.051
O -12.647 2.547 21.171
H -11.836 3.241 19.410
H -10.781 2.171 20.354
H -12.071 1.499 19.436
H -12.248 3.251 21.687
C -17.229 3.152 23.345
O -17.217 2.235 22.331
H -17.728 2.784 24.242
H -16.221 3.493 23.578
H -17.832 4.001 23.024
H -16.453 1.669 22.463
C -15.104 6.548 16.363
O -15.370 5.179 16.464
H -15.439 7.083 17.252
H -14.057 6.722 16.115
H -15.562 7.017 15.492
H -15.345 5.082 17.419
C -14.812 8.486 21.224
O -15.530 7.396 21.758
H -13.899 8.695 21.782
H -14.482 8.243 20.214
H -15.446 9.366 21.113
H -15.419 6.658 21.154
C -13.883 1.745 16.153
O -12.989 1.308 17.137
H -13.405 2.569 15.623
H -14.119 0.971 15.423
H -14.733 2.118 16.723
H -13.472 0.859 17.835
C -14.327 5.509 24.512
O -15.360 6.467 24.465
H -13.317 5.904 24.398
H -14.353 5.043 25.498
H -14.351 4.745 23.735
H -15.365 6.844 23.582
C -18.531 8.196 19.170
C -18.601 8.190 17.648
O -19.806 8.780 17.295
H -17.588 7.735 19.463
H -19.363 7.732 19.700
H -18.399 9.229 19.492
H -18.533 7.156 17.310
H -17.786 8.761 17.202
H -19.843 8.489 16.382
*
```

***

# 3
# C48H61BIN2OP

8 unconnected molecules or ions with the total composition C48H61BIN2OP at a distorted geometry (ωB97M-V with the def2-TZVPD basis set, OMol25).

Results
E_LUMO = 0.57 eV
Kohn-Sham gap = 8.31 eV
E_HOMO = -0.284 Ha
electronic energy = -2714.22965 Ha
SMILES string = C[C@H](I)C[PH2](CN)B(O)N(C)C.c1ccccc1.c1ccccc1.c1ccccc1.c1ccccc1.c1ccccc1.c1ccccc1.c1ccccc1

The geometry in ORCA input format:
```
! RIJCOSX wB97M-V def2-TZVPD def2/J DEFGRID3
* xyz 0 1
C 3.440 -0.904 2.465
C 2.276 -1.919 2.463
I 2.460 -3.122 0.675
C 0.926 -1.229 2.506
P -0.695 -2.321 2.656
C -2.226 -3.469 2.930
N -2.259 -4.536 1.924
B -1.669 -1.145 1.438
O -1.358 -1.301 0.089
N -2.655 -0.196 1.815
C -2.774 0.126 3.238
C -3.931 -0.314 1.082
H 3.066 0.073 2.154
H 3.851 -0.805 3.470
H 4.225 -1.173 1.763
H 2.394 -2.572 3.328
H 0.928 -0.576 3.389
H 0.882 -0.572 1.630
H 0.033 -3.474 2.235
H -0.712 -2.021 4.043
H -2.234 -3.850 3.961
H -3.141 -2.871 2.815
H -1.315 -4.864 1.734
H -2.758 -5.342 2.279
H -0.851 -0.549 -0.232
H -3.744 0.585 3.437
H -2.024 0.870 3.512
H -2.691 -0.733 3.910
H -4.731 0.129 1.671
H -4.194 -1.349 0.859
H -3.883 0.222 0.134
C 2.558 -5.457 -5.580
C 1.422 -5.082 -4.875
C 1.506 -4.792 -3.519
C 2.729 -4.887 -2.869
C 3.864 -5.279 -3.570
C 3.778 -5.560 -4.928
H 2.492 -5.667 -6.640
H 0.469 -5.012 -5.384
H 0.622 -4.491 -2.971
H 2.800 -4.646 -1.814
H 4.816 -5.354 -3.060
H 4.664 -5.849 -5.479
C 2.947 2.060 -2.757
C 2.755 0.908 -2.004
C 1.864 0.925 -0.941
C 1.169 2.085 -0.633
C 1.367 3.237 -1.378
C 2.258 3.225 -2.441
H 3.632 2.048 -3.593
H 3.292 0.001 -2.246
H 1.691 0.039 -0.339
H 0.465 2.087 0.191
H 0.822 4.141 -1.133
H 2.412 4.121 -3.028
C -1.562 5.138 5.333
C -0.236 5.547 5.345
C 0.632 5.117 4.351
C 0.175 4.275 3.347
C -1.150 3.861 3.340
C -2.019 4.292 4.332
H -2.239 5.478 6.107
H 0.121 6.201 6.131
H 1.666 5.438 4.359
H 0.852 3.940 2.571
H -1.506 3.200 2.558
H -3.053 3.970 4.325
C -4.243 -4.371 -2.992
C -3.053 -3.682 -3.183
C -2.313 -3.880 -4.339
C -2.759 -4.771 -5.305
C -3.945 -5.467 -5.112
C -4.687 -5.266 -3.956
H -4.823 -4.211 -2.092
H -2.700 -2.990 -2.429
H -1.389 -3.335 -4.486
H -2.185 -4.925 -6.210
H -4.292 -6.164 -5.863
H -5.613 -5.807 -3.807
C -1.332 7.416 8.742
C -1.990 6.815 9.805
C -1.331 6.627 11.012
C -0.013 7.038 11.153
C 0.647 7.635 10.088
C -0.013 7.824 8.882
H -1.848 7.568 7.802
H -3.018 6.493 9.694
H -1.844 6.160 11.842
H 0.501 6.893 12.095
H 1.676 7.952 10.198
H 0.501 8.292 8.051
C 4.201 -1.192 -7.410
C 3.611 -1.855 -6.344
C 4.324 -2.051 -5.169
C 5.628 -1.589 -5.064
C 6.222 -0.932 -6.134
C 5.507 -0.732 -7.307
H 3.643 -1.033 -8.324
H 2.595 -2.220 -6.424
H 3.862 -2.568 -4.338
H 6.183 -1.741 -4.146
H 7.241 -0.575 -6.053
H 5.968 -0.217 -8.140
C -3.799 1.056 -4.507
C -3.253 2.325 -4.364
C -2.089 2.502 -3.627
C -1.472 1.412 -3.029
C -2.022 0.145 -3.172
C -3.181 -0.035 -3.911
H -4.704 0.916 -5.086
H -3.734 3.176 -4.828
H -1.662 3.491 -3.517
H -0.567 1.547 -2.453
H -1.546 -0.708 -2.706
H -3.599 -1.028 -4.018
*
```

***

# 4
# C21H29Cl16FO6

A molecular structure, C21H29Cl16FO6 at a distorted geometry (ωB97M-V with the def2-TZVPD basis set, OMol25).

Results
E_LUMO = -0.05 eV
Kohn-Sham gap = 10.21 eV
E_HOMO = -0.377 Ha
electronic energy = -8731.82730 Ha
energy above the lowest of the compared OMol25 structures with the same formula, charge and spin = 12.0 kJ/mol

The geometry in ORCA input format:
```
! RIJCOSX wB97M-V def2-TZVPD def2/J DEFGRID3
* xyz 0 1
C 0.086 -4.727 2.917
C -1.214 -3.863 2.907
C -0.944 -2.380 3.164
C -0.061 -1.719 2.099
O 0.178 -0.343 2.362
C -0.409 0.500 1.417
C 0.162 0.495 0.012
C 1.570 -0.106 -0.135
C 2.698 0.914 -0.324
C 2.478 1.994 -1.401
C 1.598 1.614 -2.594
O 1.848 0.294 -3.093
C 0.861 -0.135 -3.936
C -0.561 -0.365 -3.457
O 1.111 -0.334 -5.046
O -1.832 0.140 1.411
C -2.419 0.690 2.511
O -3.497 0.554 2.834
O -1.467 1.435 3.188
C -0.582 1.836 2.156
C 0.705 2.270 2.909
C -0.978 3.092 1.356
C -2.056 2.916 0.284
F 0.133 3.664 0.758
H 0.866 -4.281 2.303
H 0.476 -4.819 3.932
H -0.080 -5.731 2.528
H -1.858 -4.241 3.721
H -1.692 -4.025 1.938
H -0.371 -2.326 4.099
H -1.869 -1.828 3.342
H -0.405 -1.916 1.074
H 0.909 -2.219 2.181
H -0.513 -0.119 -0.591
H 0.098 1.507 -0.380
H 1.835 -0.718 0.730
H 1.545 -0.811 -0.966
H 2.816 1.434 0.634
H 3.634 0.371 -0.456
H 3.463 2.241 -1.811
H 2.123 2.929 -0.964
H 1.851 2.302 -3.400
H 0.552 1.821 -2.353
H -1.241 -0.553 -4.279
H -0.639 -1.200 -2.754
H -0.972 0.487 -2.927
H 0.900 1.613 3.749
H 1.560 2.363 2.243
H 0.511 3.273 3.298
H -1.369 3.819 2.073
H -2.018 3.778 -0.383
H -1.929 2.034 -0.344
H -3.038 2.821 0.749
C -0.313 -3.699 -1.815
Cl -0.932 -5.094 -2.705
Cl 0.913 -4.232 -0.662
Cl 0.408 -2.549 -2.948
Cl -1.647 -2.918 -0.947
C -0.733 2.925 -5.882
Cl -0.084 1.600 -6.840
Cl 0.590 3.886 -5.213
Cl -1.756 3.964 -6.884
Cl -1.681 2.242 -4.555
C -2.232 -7.526 4.857
Cl -3.635 -6.984 3.928
Cl -1.481 -6.135 5.650
Cl -2.748 -8.693 6.081
Cl -1.065 -8.291 3.771
C 2.768 7.014 -3.023
Cl 3.469 5.735 -4.024
Cl 4.064 7.995 -2.329
Cl 1.722 8.033 -4.019
Cl 1.816 6.283 -1.723
*
```